1.
Computed, not measured: a 6-piece molecular cluster, H12O5S2 overall in a non-equilibrium geometry, with the ωB97M-V functional and the def2-TZVPD basis.

The geometry in XYZ format:
```
19
H12O5S2 the ωB97M-V functional and the def2-TZVPD basis
S -3.5532 2.1491 -0.9559
S -4.8107 3.5629 -1.6363
H -4.3336 1.2065 -0.3537
H -4.6127 4.3707 -0.5639
H 1.3732 0.0763 1.2306
H 1.2884 -0.9546 2.4237
O 1.1443 -0.8036 1.4789
H 1.5792 -4.5135 0.5729
H 0.5969 -4.8355 1.6697
O 0.6499 -4.6947 0.7369
H 2.7613 1.5271 0.3146
H 3.1511 1.6032 1.7460
O 2.4077 1.8496 1.1613
H -0.6749 -1.9133 -1.0225
H 0.2657 -0.7897 -0.6835
O -0.5972 -0.9720 -1.0402
H 1.2560 0.6166 -2.3720
H 0.6690 1.3872 -1.1195
O 1.4398 1.1276 -1.5871
```

Output
Frontier orbital gap (alpha / beta): 7.9 / 3.5 eV
Energy above the lowest of the compared OMol25 structures with the same formula, charge and spin: 32.8 kcal/mol
Lowest unoccupied orbital energy (alpha / beta): -5.377 / -9.810 eV
2S+1: 2
HOMO level (alpha / beta): -13.29 / -13.29 eV
Total charge: +1
Total energy: -1179.3914 Ha

---

2.
Computed, not measured: one molecule with the formula C5H8O in a non-equilibrium geometry, with the ωB97M-V functional and the def2-TZVPD basis.

The geometry in XYZ format:
```
14
C5H8O the ωB97M-V functional and the def2-TZVPD basis
C -2.3227 0.5919 -0.2092
O -1.4516 -0.5260 -0.0045
C -0.1765 -0.3384 -0.2880
C 0.8505 -1.1104 0.4424
C 2.1025 -0.2913 0.4510
C 2.4655 0.4524 -0.5758
H -2.1246 1.3415 0.5610
H -2.1752 1.0163 -1.2085
H -3.3500 0.2363 -0.1203
H 0.0471 0.6389 -0.7056
H 1.7702 0.6222 -1.4319
H 0.3817 -1.2281 1.4347
H 1.0600 -2.1129 0.0534
H 3.4392 0.9277 -0.7083
```

Output
Frontier orbital gap (alpha / beta): 6.6 / 9.7 eV
Energy above the lowest of the compared OMol25 structures with the same formula, charge and spin: 126.5 kcal/mol
Lowest unoccupied orbital energy (alpha / beta): -0.280 / 0.938 eV
2S+1: 1
HOMO level (alpha / beta): -6.92 / -8.75 eV
Total energy: -270.3563 Ha

---

3.
Computed, not measured: a 2-piece molecular cluster, C4H11NO2 overall, with the ωB97M-V functional and the def2-TZVPD basis.

The geometry in XYZ format:
```
18
C4H11NO2 the ωB97M-V functional and the def2-TZVPD basis
C 1.8083 -1.1189 1.5258
C 1.2544 -0.4120 0.2924
C -0.1161 -0.9484 -0.1029
N -0.7175 -0.1535 -1.1439
C -2.0532 -0.0992 -1.3471
O -2.9045 -0.5986 -0.6451
H 2.4765 -1.9267 1.2355
H 1.0179 -1.5289 2.1631
H 2.3925 -0.4334 2.1312
H 1.9550 -0.4880 -0.5511
H 1.1080 0.6519 0.4678
H -0.7494 -0.9158 0.7870
H -0.0805 -2.0087 -0.3609
H -0.1173 0.1688 -1.8874
H -2.3299 0.5079 -2.2244
O -1.0854 3.3592 -0.3860
H -0.6606 3.5400 0.4557
H -1.1985 2.4042 -0.4098
```

Output
Frontier orbital gap: 10.7 eV
Energy above the lowest of the compared OMol25 structures with the same formula, charge and spin: 12.8 kcal/mol
Lowest unoccupied orbital energy: 0.681 eV
Structure (SMILES): CCCNC=O.O
2S+1: 1
HOMO level: -10.01 eV
Total energy: -364.2477 Ha

---

4.
Computed, not measured: one molecule with the formula C3H6N2 in a non-equilibrium geometry, with the ωB97M-V functional and the def2-TZVPD basis.

The geometry in XYZ format:
```
11
C3H6N2 the ωB97M-V functional and the def2-TZVPD basis
H -2.7942 0.2179 0.2703
N -1.8157 0.4727 0.1052
C -1.1131 -0.5486 -0.2800
N 0.1935 -0.3218 -0.6800
C 0.8270 0.9025 -0.2165
C 1.2936 -0.3949 0.2862
H -1.4106 -1.6388 -0.3186
H 0.2744 1.5534 0.4754
H 1.3813 1.3801 -1.0304
H 0.9594 -0.6599 1.3377
H 2.2046 -0.9627 0.0507
```

Output
Frontier orbital gap: 10.7 eV
Energy above the lowest of the compared OMol25 structures with the same formula, charge and spin: 44.2 kcal/mol
Lowest unoccupied orbital energy: 1.163 eV
Structure (SMILES): [H]/N=C/N1CC1
2S+1: 1
HOMO level: -9.53 eV
Total energy: -227.3544 Ha

---

Question: Which of these has the highest total energy?
Answer: C3H6N2